Entry 1:
Below is a gas-phase ion, C3H12NSi (charge +1) in a non-equilibrium geometry, with properties calculated with wB97M-V/def2-TZVPD.

Values from the calculation:
**Total energy**: -465.46548 Eh
**Spin multiplicity**: 1
**ΔE to the lowest compared entry with this formula, charge and spin**: 0.990 eV
**LUMO energy**: -0.1356 Eh
**Orbital gap**: 11.30 eV
**Largest force on an atom**: 3.971 eV/A
**Charge**: +1
**HOMO energy**: -14.99 eV
**Structure (SMILES)**: C[SiH](C)C[NH3+]

Positions of all 17 atoms, in Å:
1 C 1.92186 -1.40478 -0.11147
2 Si 0.60904 -0.06752 0.42418
3 C 1.24115 1.55550 -0.33232
4 C -1.27171 -0.57057 -0.21553
5 N -2.40408 0.43424 0.27109
6 H 1.59222 -1.91610 -1.09037
7 H 2.79406 -0.79658 -0.41000
8 H 2.31295 -2.14761 0.59909
9 H 0.16960 0.16631 1.95522
10 H 0.53492 2.06600 -0.82942
11 H 1.82852 2.18652 0.34845
12 H 2.01239 1.32965 -1.02934
13 H -1.42477 -0.56377 -1.26436
14 H -1.58762 -1.45089 0.16626
15 H -3.24367 -0.11264 0.55174
16 H -1.93352 0.79317 1.09474
17 H -2.75267 1.11446 -0.38973

---

Entry 2:
Below is a single C18H20N4S2 molecule, with properties calculated with wB97M-V/def2-TZVPD.

Values from the calculation:
**Total energy**: -1713.33158 Eh
**Spin multiplicity**: 1
**ΔE to the lowest compared entry with this formula, charge and spin**: 0.000 eV
**LUMO energy**: 0.0171 Eh
**Orbital gap**: 8.54 eV
**Largest force on an atom**: 0.622 eV/A
**HOMO energy**: -8.07 eV
**Structure (SMILES)**: S=C(Nc1ccccc1)N1CCN(C(=S)Nc2ccccc2)CC1

Positions of all 44 atoms, in Å:
1 S -0.40756 0.10634 3.07962
2 C -0.98347 0.39912 1.55516
3 N -1.90822 -0.47698 1.05258
4 C -3.02608 -0.22363 0.25212
5 C -3.71263 -1.31537 -0.27786
6 C -4.83329 -1.12010 -1.06094
7 C -5.28841 0.16182 -1.32353
8 C -4.62019 1.24739 -0.78334
9 C -3.49786 1.06361 0.00246
10 N -0.57148 1.43183 0.77701
11 C 0.33547 2.42733 1.33013
12 C 1.44593 2.77929 0.33927
13 N 1.92722 1.56496 -0.27384
14 C 3.25454 1.32380 -0.38578
15 S 4.39740 2.49997 -0.16602
16 N 3.66084 0.07164 -0.76346
17 C 3.18385 -1.15652 -0.28834
18 C 3.56197 -2.31948 -0.95618
19 C 3.11476 -3.55004 -0.51517
20 C 2.28814 -3.63964 0.59354
21 C 1.92786 -2.48810 1.27225
22 C 2.37444 -1.25259 0.84209
23 C 0.93452 0.81444 -1.02311
24 C -0.47225 1.30480 -0.66125
25 H -1.96712 -1.32675 1.60017
26 H -3.36029 -2.31482 -0.06763
27 H -5.35484 -1.97379 -1.46680
28 H -6.16362 0.31263 -1.93614
29 H -4.97952 2.24904 -0.96584
30 H -2.99889 1.91358 0.44088
31 H -0.23076 3.32934 1.58848
32 H 0.76808 2.01968 2.24837
33 H 2.27686 3.25127 0.86594
34 H 1.09335 3.48224 -0.42474
35 H 4.61803 0.05439 -1.09318
36 H 4.20936 -2.24877 -1.81817
37 H 3.41420 -4.44468 -1.04065
38 H 1.93972 -4.60278 0.93374
39 H 1.30470 -2.54139 2.15229
40 H 2.11663 -0.36731 1.40267
41 H 1.00506 -0.25061 -0.78169
42 H 1.10585 0.93482 -2.10117
43 H -0.68129 2.27815 -1.11249
44 H -1.20107 0.59185 -1.04144

---

Entry 3:
Below is a gas-phase ion, C8H17IN3O2S (charge +1) in a non-equilibrium geometry, with properties calculated with wB97M-V/def2-TZVPD.

Values from the calculation:
**Total energy**: -1325.30818 Eh
**Spin multiplicity**: 1
**ΔE to the lowest compared entry with this formula, charge and spin**: 0.000 eV
**LUMO energy**: -0.1356 Eh
**Orbital gap**: 8.81 eV
**Largest force on an atom**: 3.941 eV/A
**Charge**: +1
**HOMO energy**: -12.50 eV
**Structure (SMILES)**: COCCCCN(S)C1=[NH+][C@@H](I)OCN1

Positions of all 32 atoms, in Å:
1 C 1.77683 1.18503 3.07413
2 O 0.76686 1.98290 3.70752
3 C -0.33317 2.22121 2.82522
4 C -1.16009 0.90420 2.43339
5 C -1.47784 0.92496 0.86185
6 C -1.35032 -0.51256 0.19913
7 N 0.02742 -0.88326 -0.25021
8 S 1.07755 -1.56740 0.97955
9 C 0.44063 -0.71278 -1.49623
10 N -0.34547 -0.12181 -2.52155
11 C -0.72946 -1.07731 -3.59054
12 I -0.82537 0.06038 -5.45589
13 O 0.28831 -2.07693 -3.61171
14 C 1.56560 -1.47301 -3.37489
15 N 1.76060 -1.12491 -1.91814
16 H 1.67333 1.28027 1.95131
17 H 1.56996 0.10807 3.36302
18 H 2.82305 1.49841 3.33073
19 H 0.03029 2.77549 1.91370
20 H -1.07118 2.90187 3.34663
21 H -0.66842 -0.04947 2.76828
22 H -2.15114 0.95040 2.97661
23 H -2.57639 1.19741 0.78313
24 H -0.92283 1.72630 0.30172
25 H -1.69185 -1.34923 0.88001
26 H -2.06991 -0.53273 -0.67584
27 H 0.25294 -2.24721 1.86531
28 H -1.09521 0.48316 -2.19708
29 H -1.72238 -1.54107 -3.33169
30 H 1.80548 -0.61776 -4.05976
31 H 2.32261 -2.28697 -3.58419
32 H 2.00958 -2.02566 -1.49353

---

Q: What is the formula in the first record?
A: C3H12NSi